(1)
The following is a DFT calculation (ωB97M-V/def2-TZVPD) of an isolated molecule of C4H4N2O2 in a non-equilibrium geometry.

XYZ file:
```
12
Properties=species:S:1:pos:R:3:forces:R:3:lowdin_charge:R:1
O 2.805 -0.242 0.000 -2.02 -3.55 1.06 -0.14
O -2.103 -0.369 -0.094 -1.38 3.61 0.08 -0.01
N 1.711 0.642 -0.205 1.23 -2.16 2.37 0.01
N 0.088 -1.130 0.041 -0.26 -0.59 0.94 0.14
C 0.547 0.169 0.130 0.45 3.15 -3.14 -0.38
C -1.731 1.043 0.008 2.16 0.44 0.80 -0.01
C -0.369 1.338 0.090 -3.69 -0.51 -0.25 0.00
C -1.180 -1.271 -0.056 0.47 -2.60 1.75 -0.24
H -1.717 -2.272 0.146 1.35 1.25 -1.04 0.17
H -2.605 1.756 0.207 1.37 -1.53 -0.77 0.14
H 0.069 2.386 0.067 -0.83 -1.66 0.30 0.14
H 2.442 -1.233 0.453 1.15 4.15 -2.11 0.19
```
Forces are in eV/Å.

As for the HOMO-LUMO gap: 8.833 eV. The maximum force is 4.792 eV/Å. The energy above the lowest of the compared OMol25 structures with the same formula, charge and spin is 4.962 eV. The spin multiplicity is 1. The electronic energy comes out at -11283.578 eV. Its SMILES is O/N=c1/ccocn1. The HOMO energy comes out at -8.41 eV.

---

(2)
The following is a DFT calculation (ωB97M-V/def2-TZVPD) of an isolated molecule of CHFN2OS in a non-equilibrium geometry.

XYZ file:
```
7
Properties=species:S:1:pos:R:3:forces:R:3:lowdin_charge:R:1
S 0.615 0.176 1.298 -1.06 -0.90 0.22 0.69
F 0.314 -1.048 2.379 0.45 1.53 -1.32 -0.22
O 2.028 0.229 1.152 -0.33 -0.06 0.34 -0.26
N -0.330 2.264 3.078 -0.24 0.69 0.56 0.17
N -0.389 0.165 0.189 0.41 0.42 1.73 -0.15
C 0.036 1.437 2.386 0.47 -1.36 -1.09 -0.27
H -0.115 -0.260 -0.675 0.30 -0.32 -0.44 0.04
```
Forces are in eV/Å.

As for the HOMO-LUMO gap: 12.234 eV. The maximum force is 2.070 eV/Å. The energy above the lowest of the compared OMol25 structures with the same formula, charge and spin is 1.187 eV. The spin multiplicity is 1. The electronic energy comes out at -19630.752 eV. Its SMILES is N#C[S@@](=N)(=O)F. The HOMO energy comes out at -11.96 eV.

---

(3)
The following is a DFT calculation (ωB97M-V/def2-TZVPD) of a structure of composition C17H19FN5ORuS in a non-equilibrium geometry.

XYZ file:
```
45
Properties=species:S:1:pos:R:3:forces:R:3:lowdin_charge:R:1
Ru -0.330 0.543 0.790 0.64 0.88 2.70 1.03
S -0.086 0.867 3.008 -0.37 -0.08 -0.67 0.73
F -1.253 -5.557 0.128 0.01 0.00 -0.01 0.07
O -2.437 0.947 0.659 0.10 -0.07 0.03 -0.10
N 2.378 0.246 1.965 -0.68 0.09 0.15 0.04
N 1.615 0.232 0.824 0.15 -0.09 0.16 -0.15
N 2.259 0.571 4.200 -0.01 0.12 0.24 0.11
N 0.051 0.418 -1.241 -0.34 -0.28 -0.24 -0.04
N -4.052 2.475 0.461 0.00 0.03 -0.03 0.21
C -0.391 0.443 -3.581 -0.23 0.09 0.06 -0.02
C -0.786 0.603 -2.264 0.11 -0.11 0.09 -0.09
C -1.629 -1.997 -0.271 0.00 -0.26 0.20 -0.11
C 1.644 0.536 3.015 0.77 -0.19 -0.29 -0.78
C -2.771 2.117 0.401 -0.04 -0.12 0.06 -0.50
C 2.205 -0.071 -0.283 -0.25 0.02 -0.88 -0.21
C -0.335 2.718 0.311 -0.45 -0.97 -0.65 -0.16
C 1.783 -0.126 -2.769 0.07 -0.07 -0.55 0.02
C -1.091 -4.235 0.312 0.01 -0.12 0.00 -0.29
C 1.323 0.054 -1.484 0.68 -0.04 0.76 -0.18
C -0.031 -2.435 1.467 0.19 0.17 -0.02 -0.11
C -1.755 3.134 -0.034 0.09 0.17 0.04 -0.17
C 3.642 -0.466 -0.354 -0.09 0.04 -0.04 0.00
C -0.212 -3.803 1.280 0.00 0.05 0.18 0.00
C -0.730 -1.523 0.683 -0.57 0.59 -1.51 -0.23
C -1.814 -3.360 -0.470 -0.12 0.15 -0.02 0.00
C 0.913 0.071 -3.835 0.36 -0.11 -0.01 -0.02
H 3.887 -0.931 -1.307 -0.03 0.02 0.09 0.07
H -4.742 1.795 0.734 -0.03 -0.04 0.01 0.13
H -1.802 0.860 -2.002 -0.04 0.02 0.00 0.12
H -1.884 3.248 -1.114 0.00 0.01 -0.03 0.12
H 3.261 0.480 4.238 -0.02 -0.04 -0.01 0.12
H -1.099 0.602 -4.383 0.02 -0.01 0.05 0.12
H 1.257 -0.069 -4.852 -0.01 0.01 0.07 0.12
H 2.809 -0.419 -2.941 -0.08 0.04 -0.05 0.12
H 3.859 -1.162 0.453 0.02 -0.01 0.02 0.09
H 0.023 3.177 1.223 0.06 -0.09 0.14 0.04
H 0.369 2.881 -0.497 0.01 0.09 -0.03 0.06
H 0.656 -2.104 2.234 0.09 0.00 -0.03 0.08
H -2.223 -1.307 -0.856 0.05 0.03 -0.06 0.08
H 0.319 -4.527 1.887 -0.03 0.05 -0.04 0.13
H 4.293 0.401 -0.212 -0.07 0.00 0.01 0.10
H -2.009 4.101 0.408 -0.01 0.03 -0.05 0.13
H 1.768 0.897 5.011 -0.01 -0.02 0.10 0.09
H -2.509 -3.742 -1.207 0.03 0.02 0.04 0.12
H -4.345 3.416 0.264 0.00 0.01 0.01 0.13
```
Forces are in eV/Å.

As for the HOMO-LUMO gap (alpha / beta): 6.076 / 6.409 eV. The maximum force is 2.911 eV/Å. The total charge is +1. The spin multiplicity is 1. The electronic energy comes out at -43564.624 eV. The HOMO energy (alpha / beta) comes out at -11.07 / -10.98 eV.

---

(4)
The following is a DFT calculation (ωB97M-V/def2-TZVPD) of a structure of composition C3H4Cl3CrO5Si.

XYZ file:
```
17
Properties=species:S:1:pos:R:3:forces:R:3:mulliken_spin:R:1
Cr 0.824 -0.107 0.500 -0.15 0.47 0.01 4.09
Cl -0.754 3.188 -1.176 -0.01 -0.03 -0.02 0.00
Cl 1.067 3.907 1.456 -0.03 -0.01 0.00 0.00
Cl -1.935 2.615 1.832 -0.01 0.02 -0.01 0.00
Si -0.150 2.343 0.702 0.12 -0.30 0.00 0.00
O 2.224 -0.127 -0.911 0.02 0.10 -0.20 0.01
O -0.756 -0.735 -1.180 0.09 0.07 -0.06 0.01
O 3.413 -1.993 -0.330 -0.07 0.02 -0.09 -0.01
O 0.307 -1.337 1.970 -0.27 0.04 0.23 0.01
O 1.900 -2.968 1.772 -0.06 0.05 0.07 0.00
C 1.302 -1.968 1.546 0.40 -0.18 -0.36 -0.05
C 2.557 -1.170 -0.290 0.03 -0.23 0.38 -0.06
C -2.139 -0.403 -1.032 0.03 0.00 0.02 0.00
H -2.460 -0.830 -0.085 -0.01 0.00 0.00 0.01
H -2.727 -0.840 -1.843 0.00 0.01 0.01 0.00
H -2.288 0.676 -1.004 -0.01 0.01 0.00 0.00
H -0.384 -0.250 -1.927 -0.07 -0.03 0.04 0.00
```
Forces are in eV/Å.

As for the HOMO-LUMO gap (alpha / beta): 7.860 / 7.820 eV. The maximum force is 0.571 eV/Å. The total charge is -1. The energy above the lowest of the compared OMol25 structures with the same formula, charge and spin is 1.876 eV. The spin multiplicity is 5. The electronic energy comes out at -87286.348 eV. The HOMO energy (alpha / beta) comes out at -4.92 / -4.88 eV.

---

(5)
The following is a DFT calculation (ωB97M-V/def2-TZVPD) of a cluster of 2 separate species, C9H14O in total in a non-equilibrium geometry.

XYZ file:
```
24
Properties=species:S:1:pos:R:3:forces:R:3:lowdin_charge:R:1
O -2.097 -1.683 -0.996 -3.43 -0.40 -2.37 0.05
C 2.182 -0.440 2.292 1.32 1.71 -2.63 -0.06
C -0.654 4.320 -1.821 1.31 2.13 2.04 -0.17
C 0.573 0.087 0.475 -0.24 -1.22 -0.63 -0.03
C -0.514 -0.202 -0.363 1.01 1.99 1.51 0.00
C -1.059 -1.455 -0.231 1.34 -1.79 -0.51 -0.40
C -0.430 -2.474 0.462 1.22 -1.02 2.28 -0.01
C 0.636 -2.164 1.364 -0.61 -0.13 -2.30 -0.04
C 0.217 3.103 -1.736 0.95 -1.19 -0.57 -0.19
C 1.172 -0.898 1.299 -0.68 0.69 0.20 -0.30
H 2.059 0.619 2.210 0.18 1.05 0.45 0.06
H -0.964 4.523 -0.753 0.40 0.49 -1.11 0.08
H -0.969 0.631 -0.953 0.28 -1.27 0.41 0.12
H -1.567 4.240 -2.324 -1.28 -0.61 -1.08 0.03
H 1.162 -2.923 1.933 -0.37 -0.07 0.06 0.11
H -0.126 5.235 -2.260 -0.64 -1.25 0.77 0.09
H 3.263 -0.524 2.049 -0.64 -0.82 0.27 0.10
H 1.905 -0.655 3.254 -0.20 -1.04 2.46 0.05
H 0.012 2.469 -0.881 0.11 0.47 0.58 0.02
H -2.388 -2.566 -1.309 1.01 0.59 1.02 0.14
H -0.711 -3.557 0.448 -0.34 1.26 -0.30 0.12
H 1.309 3.264 -1.814 -0.58 0.29 0.39 0.08
H 0.039 2.380 -2.506 -0.24 -0.21 -1.06 0.05
H 1.008 1.067 0.433 0.14 0.32 0.13 0.09
```
Forces are in eV/Å.

As for the HOMO-LUMO gap: 9.099 eV. The maximum force is 4.190 eV/Å. The energy above the lowest of the compared OMol25 structures with the same formula, charge and spin is 1.486 eV. The spin multiplicity is 1. The electronic energy comes out at -11606.151 eV. Its SMILES is Cc1ccc(O)cc1.CC. The HOMO energy comes out at -8.28 eV.

---

(6)
The following is a DFT calculation (ωB97M-V/def2-TZVPD) of a structure of composition C2H4BrClN3 in a non-equilibrium geometry.

XYZ file:
```
11
Properties=species:S:1:pos:R:3:forces:R:3:mulliken_spin:R:1
Br 2.232 1.956 -1.268 -0.26 0.04 -0.31 0.07
Cl -0.826 -2.245 -0.504 0.19 0.82 0.89 0.03
N 1.284 -0.353 -0.171 0.08 1.24 -0.91 1.04
N -0.275 1.279 -0.386 -2.49 1.18 0.00 0.51
N -0.404 -0.882 0.481 -4.58 -0.71 -2.43 0.44
C -1.130 0.402 0.321 0.58 -0.09 2.35 -0.03
C 0.872 0.811 -0.627 4.46 0.01 -0.21 -0.11
H -2.158 0.531 -0.052 0.34 -1.13 -0.28 0.03
H -0.074 -1.057 1.366 0.33 -1.26 2.55 -0.03
H -1.222 0.717 1.405 0.07 0.44 -1.04 0.05
H 1.699 -1.160 -0.565 1.28 -0.54 -0.61 -0.01
```
Forces are in eV/Å.

As for the HOMO-LUMO gap (alpha / beta): 9.202 / 6.600 eV. The maximum force is 5.235 eV/Å. The total charge is +1. The energy above the lowest of the compared OMol25 structures with the same formula, charge and spin is 1.060 eV. The spin multiplicity is 3. The electronic energy comes out at -89160.629 eV. The HOMO energy (alpha / beta) comes out at -13.59 / -14.90 eV.